Computed, not measured: a structure of composition C35H25AuBGeN4O2Se in a non-equilibrium geometry, with wB97M-V/def2-TZVPD.

Results
HOMO energy (spin up / spin down) = -10.81 / -12.95 eV
Energy relative to the best compared isomer or geometry (same formula, charge and spin) = 256.10 kJ/mol
Charge = +2
⟨S²⟩ = 3.822
Multiplicity = 4
Molar mass = 892.960 g mol⁻¹
E_tot = -6356.476087 Ha
LUMO (spin up / spin down) = -6.47 / -9.29 eV
Orbital gap (spin up / spin down) = 4.34 / 3.66 eV

```
70
Properties=species:S:1:pos:R:3:forces:R:3
Au -0.420 -0.695 0.466 -0.8 0.8 -1.3
Se 5.273 -1.893 5.637 -0.7 -0.1 0.0
N 5.297 -2.100 3.842 -0.9 0.1 -1.2
C 4.053 -2.066 3.420 0.7 -0.4 0.4
C 3.588 -2.049 2.044 2.1 -1.0 -0.9
C 4.464 -2.322 0.973 -0.4 0.5 0.3
C 3.893 -2.221 -0.310 0.9 -0.1 -0.5
C 2.543 -1.912 -0.461 -0.1 0.3 0.4
N 1.683 -1.661 0.574 1.9 -0.5 -2.3
C 2.230 -1.800 1.802 -2.4 0.7 1.4
C 1.261 -1.601 2.862 0.1 -0.2 -1.4
N -0.035 -1.270 2.466 0.0 0.1 1.7
C -0.891 -0.902 3.439 1.9 -1.3 -0.4
C -0.537 -0.944 4.773 -0.2 0.7 1.7
C 0.753 -1.246 5.241 -1.6 0.3 -0.7
C 1.640 -1.663 4.257 2.1 -0.3 -0.1
C 3.041 -1.956 4.472 -1.6 1.8 1.2
N 3.517 -1.765 5.699 0.7 -0.6 0.7
H 5.558 -2.551 1.108 -1.4 0.3 0.0
H 4.560 -2.325 -1.204 -1.0 -0.1 0.9
H 2.183 -1.850 -1.490 -0.3 0.1 0.5
H -1.869 -0.608 3.156 -0.8 0.2 -0.4
H -1.303 -0.615 5.476 0.3 -0.1 -0.1
H 0.933 -1.072 6.299 0.5 -0.5 -0.3
O -3.297 0.075 1.160 1.5 0.2 -0.6
B -2.517 -0.093 -0.045 -1.9 -2.8 1.6
O -3.292 -0.859 -0.961 0.2 1.0 0.9
C -4.564 -1.053 -0.360 1.5 0.1 1.9
C -5.642 -1.790 -0.760 0.6 -0.5 -1.4
C -6.783 -1.741 0.031 -0.8 -0.8 -0.8
C -6.815 -1.045 1.217 1.4 -0.3 -0.2
C -5.619 -0.538 1.730 -1.3 1.2 2.2
C -4.510 -0.541 0.977 0.7 0.1 -3.6
H -5.611 -2.419 -1.671 -0.1 0.7 0.6
H -7.607 -2.343 -0.378 0.0 0.6 0.6
H -7.666 -0.862 1.807 -1.2 -0.3 0.4
H -5.658 -0.050 2.726 0.2 -0.3 -0.8
C -2.340 2.595 -0.445 -1.4 2.0 0.3
Ge -0.939 1.348 -0.945 -1.4 -0.9 -2.1
C -1.191 1.012 -2.878 1.0 -0.1 1.4
C -1.175 2.149 -3.672 -1.5 -1.2 -2.6
C -1.791 2.069 -4.980 1.1 -0.4 1.7
C -2.115 0.810 -5.476 -0.8 1.3 -0.9
C -1.836 -0.314 -4.721 -0.4 -0.1 -0.1
C -1.441 -0.258 -3.400 -0.4 1.3 -1.2
C 0.850 1.785 -0.481 1.0 0.0 -0.5
C 1.023 2.371 0.768 1.0 -0.2 0.5
C 2.297 2.823 1.131 -1.6 0.1 0.7
C 3.386 2.684 0.325 1.5 0.1 -1.9
C 3.243 2.161 -1.012 0.7 -1.4 1.1
C 4.380 1.857 -1.808 -1.2 0.5 -0.7
C 4.260 1.084 -2.974 0.8 1.0 1.6
C 3.070 0.510 -3.257 -0.7 0.5 -0.5
C 1.912 0.781 -2.495 -0.2 -1.9 -1.3
C 1.988 1.554 -1.396 -0.3 2.3 3.0
H -2.049 3.270 0.403 -0.3 -0.8 -0.5
H -3.285 2.066 -0.180 0.8 0.3 0.1
H -2.732 3.301 -1.249 1.1 -1.0 0.5
H -0.661 3.036 -3.400 -0.2 1.0 0.6
H -2.006 2.976 -5.529 0.2 -0.1 -0.1
H -2.667 0.788 -6.455 0.8 -0.4 1.0
H -2.061 -1.267 -5.116 -0.2 -0.9 -0.5
H -1.414 -1.197 -2.908 0.1 -0.4 1.0
H 0.226 2.390 1.531 0.3 0.3 -0.7
H 2.400 3.330 2.065 0.2 0.1 0.6
H 4.388 2.966 0.729 -0.9 -0.2 -0.7
H 5.299 2.375 -1.698 0.8 0.3 0.7
H 5.139 1.036 -3.586 0.1 -0.4 -0.4
H 3.031 0.004 -4.184 -0.5 -0.9 -0.7
H 0.975 0.251 -2.718 0.6 0.4 -0.1
```
Positions in Å, forces in eV/Å.